Entry 1:
Molecular formula: C4H11N2O
Method: DFT, wB97M-V/def2-TZVPD

Geometry (Å):
C1 -0.22 -1.97 -1.94
N1 -0.86 -0.77 -2.45
C2 -1.35 0.07 -1.31
O1 -0.42 0.43 -0.42
H1 0.56 -1.75 -1.20
H2 0.24 -2.53 -2.77
H3 -0.98 -2.59 -1.46
H4 -0.16 -0.20 -2.93
H5 -2.18 -0.53 -0.87
H6 -1.83 0.94 -1.81
C3 1.09 2.27 1.98
C4 1.10 1.07 2.57
N2 0.77 -0.13 1.95
H7 0.73 2.36 0.96
H8 1.43 3.14 2.51
H9 1.45 1.00 3.60
H10 0.25 0.01 1.03
H11 0.39 -0.82 2.58

The spin multiplicity is 1. The value obtained for the gap between HOMO and LUMO is 7.5 eV. The value obtained for the relative energy (zero: lowest compared OMol25 entry of this formula, charge and spin) is 21.3 kcal/mol. As for the charge: -1. The value obtained for the calculated total energy is -343.7373 a.u.

---

Entry 2:
Molecular formula: C4H11N2O
Method: DFT, wB97M-V/def2-TZVPD

Geometry (Å):
N1 0.79 2.67 0.24
C1 1.27 1.54 1.06
C2 1.60 0.32 0.20
N2 0.39 -0.27 -0.29
C3 -0.97 -0.48 0.19
C4 -1.42 -1.93 -0.13
O1 -1.80 -2.11 -1.40
H1 -0.20 2.61 0.04
H2 1.29 2.71 -0.63
H3 2.14 1.87 1.63
H4 0.40 1.24 1.64
H5 2.15 -0.42 0.79
H6 2.17 0.65 -0.68
H7 0.49 -0.73 -1.19
H8 -1.67 0.20 -0.31
H9 -0.99 -0.33 1.28
H10 -0.55 -2.55 0.20
H11 -2.26 -2.15 0.59

The spin multiplicity is 1. The value obtained for the gap between HOMO and LUMO is 6.1 eV. The value obtained for the relative energy (zero: lowest compared OMol25 entry of this formula, charge and spin) is 40.1 kcal/mol. As for the charge: -1. The value obtained for the calculated total energy is -343.7073 a.u. The SMILES is NCCNCC[O-].

---

Entry 3:
Molecular formula: C4H11N2O
Method: DFT, wB97M-V/def2-TZVPD

Geometry (Å):
N1 0.86 1.55 0.92
C1 0.26 0.35 0.18
C2 0.87 -0.01 -1.16
C3 0.56 -1.56 -1.42
O1 -0.64 -2.03 -1.11
C4 -1.34 0.31 0.41
N2 -1.91 0.36 1.80
H1 1.88 1.42 0.94
H2 0.55 2.47 0.59
H3 0.46 -0.50 0.89
H4 1.98 0.12 -1.08
H5 0.55 0.76 -1.99
H6 1.43 -1.99 -0.73
H7 0.91 -1.68 -2.41
H8 -1.41 -0.84 -0.16
H9 -1.99 1.01 -0.17
H10 -1.21 0.83 2.33
H11 -1.82 -0.57 2.17

The spin multiplicity is 2. The value obtained for the gap between HOMO and LUMO (spin up / spin down) is 10.5 / 7.5 eV. The value obtained for the relative energy (zero: lowest compared OMol25 entry of this formula, charge and spin) is 61.1 kcal/mol. The value obtained for the calculated total energy is -343.6013 a.u.

---

Entry 4:
Molecular formula: C4H11N2O
Method: DFT, wB97M-V/def2-TZVPD

Geometry (Å):
C1 -0.31 0.84 1.74
C2 -1.07 0.69 2.91
N1 0.94 0.10 1.61
H1 -0.57 1.43 0.87
H2 -2.00 1.22 3.03
H3 -0.76 0.04 3.72
H4 1.74 0.61 1.99
H5 0.87 -0.81 2.09
H6 1.08 -0.05 0.55
C3 -1.02 -1.02 -0.97
C4 0.17 -0.34 -1.59
N2 0.07 0.01 -2.88
O1 1.21 -0.12 -0.98
H7 -1.47 -1.70 -1.68
H8 -1.76 -0.27 -0.68
H9 -0.73 -1.58 -0.10
H10 -0.80 -0.08 -3.37
H11 0.81 0.54 -3.29

The spin multiplicity is 2. The value obtained for the gap between HOMO and LUMO (spin up / spin down) is 3.7 / 7.9 eV. The value obtained for the relative energy (zero: lowest compared OMol25 entry of this formula, charge and spin) is 37.4 kcal/mol. The value obtained for the calculated total energy is -343.6390 a.u.

---

Entry 5:
Molecular formula: C4H11N2O
Method: DFT, wB97M-V/def2-TZVPD

Geometry (Å):
O1 -1.81 -0.73 -1.19
C1 -0.77 -0.12 -1.06
N1 -0.60 1.16 -1.53
C2 0.59 1.55 -2.29
C3 0.35 -0.61 -0.25
N2 -0.88 -0.67 1.91
C4 0.39 -0.90 2.65
H1 -1.47 1.48 -1.93
H2 0.68 2.63 -2.27
H3 1.48 1.10 -1.84
H4 0.53 1.22 -3.32
H5 0.42 -1.66 0.00
H6 1.21 0.02 -0.05
H7 -1.25 -1.56 1.55
H8 -0.88 -0.10 1.05
H9 0.07 -1.14 3.66
H10 0.96 0.03 2.67
H11 1.00 -1.70 2.24

The spin multiplicity is 1. The value obtained for the gap between HOMO and LUMO is 6.7 eV. The value obtained for the relative energy (zero: lowest compared OMol25 entry of this formula, charge and spin) is 121.2 kcal/mol. As for the charge: +1. The value obtained for the calculated total energy is -343.3710 a.u.

---

Entry 6:
Molecular formula: C4H11N2O
Method: DFT, wB97M-V/def2-TZVPD

Geometry (Å):
C1 2.89 -0.63 -0.01
C2 -0.50 0.29 -1.11
C3 -1.28 1.16 1.18
C4 -1.09 0.08 0.19
N1 1.62 -0.81 -0.09
N2 -1.39 -1.16 0.46
O1 3.42 0.48 -0.30
H1 3.62 -1.31 0.30
H2 0.48 0.80 -0.99
H3 -1.12 0.95 -1.72
H4 -0.14 -0.60 -1.65
H5 -2.13 0.89 1.76
H6 -0.30 1.07 1.79
H7 -1.32 2.19 0.71
H8 1.39 -1.76 0.34
H9 -1.22 -1.87 -0.23
H10 -2.00 -1.40 1.23
H11 2.78 0.97 -0.72

The spin multiplicity is 1. The value obtained for the gap between HOMO and LUMO is 9.9 eV. The value obtained for the relative energy (zero: lowest compared OMol25 entry of this formula, charge and spin) is 52.0 kcal/mol. As for the charge: +1. The value obtained for the calculated total energy is -343.4813 a.u.

---

Entry 7:
Molecular formula: C4H11N2O
Method: DFT, wB97M-V/def2-TZVPD

Geometry (Å):
O1 1.58 0.00 -0.66
C1 0.45 0.49 -0.62
C2 -0.55 0.30 0.37
C3 -1.87 1.04 0.32
C4 -3.01 0.19 -0.32
N1 -3.13 -1.13 0.28
N2 5.59 -0.62 0.48
H1 0.11 1.18 -1.44
H2 -0.19 -0.07 1.32
H3 -2.16 1.34 1.33
H4 -1.77 1.93 -0.27
H5 -4.00 0.72 -0.28
H6 -2.75 0.01 -1.36
H7 -2.31 -1.52 0.44
H8 -3.79 -1.24 1.03
H9 6.55 -0.52 0.34
H10 5.29 -1.62 0.38
H11 5.06 -0.08 -0.12

The spin multiplicity is 1. The value obtained for the gap between HOMO and LUMO is 2.9 eV. The value obtained for the relative energy (zero: lowest compared OMol25 entry of this formula, charge and spin) is 147.0 kcal/mol. As for the charge: +1. The value obtained for the calculated total energy is -343.3299 a.u.

---

Entry 8:
Molecular formula: C4H11N2O
Method: DFT, wB97M-V/def2-TZVPD

Geometry (Å):
C1 0.37 -1.86 -0.58
O1 -0.71 -1.38 -1.50
C2 1.31 -0.82 0.09
C3 1.49 -0.70 1.42
H1 0.94 -2.56 -1.23
H2 -0.13 -2.43 0.20
H3 -1.29 -2.15 -1.59
H4 1.94 -0.22 -0.56
H5 2.22 -0.03 1.88
H6 0.90 -1.32 2.10
N1 -1.05 1.42 -1.19
C4 -1.05 2.06 -0.02
N2 -0.53 1.64 1.11
H7 -0.80 0.40 -1.19
H8 -1.46 1.87 -1.99
H9 -1.57 3.04 -0.01
H10 -0.68 2.15 1.93
H11 0.12 0.89 1.13

The spin multiplicity is 2. The value obtained for the gap between HOMO and LUMO (spin up / spin down) is 10.1 / 5.5 eV. The value obtained for the relative energy (zero: lowest compared OMol25 entry of this formula, charge and spin) is 48.5 kcal/mol. As for the charge: +2. The value obtained for the calculated total energy is -342.9751 a.u.

---

Entry 9:
Molecular formula: C4H11N2O2
Method: DFT, wB97M-V/def2-TZVPD

Geometry (Å):
C1 0.08 -0.72 -0.71
N1 1.13 0.26 -0.99
C2 2.67 0.19 -0.45
O1 2.98 -0.49 0.62
C3 -0.32 -0.60 0.82
N2 -1.71 -0.57 1.10
C4 -2.36 0.91 0.31
O2 -2.73 0.67 -0.89
H1 -0.92 -0.28 -1.19
H2 0.39 -1.78 -0.91
H3 1.24 0.38 -1.93
H4 3.17 -0.23 -1.37
H5 2.94 1.33 -0.37
H6 0.68 1.06 1.14
H7 0.09 0.35 1.14
H8 0.32 -1.37 1.39
H9 -1.89 -0.29 2.07
H10 -1.36 1.59 0.42
H11 -3.10 1.22 1.20

The spin multiplicity is 1. The value obtained for the gap between HOMO and LUMO is 5.8 eV. The value obtained for the relative energy (zero: lowest compared OMol25 entry of this formula, charge and spin) is 217.8 kcal/mol. As for the charge: -1. The value obtained for the calculated total energy is -418.7439 a.u.

---

Entry 10:
Molecular formula: C4H11N2O3PZn
Method: DFT, wB97M-V/def2-TZVPD

Geometry (Å):
C1 -2.84 0.72 0.98
C2 -1.31 0.63 0.74
C3 -0.94 0.50 -0.78
N1 0.34 -0.06 -1.05
N2 0.45 -1.32 -0.61
C4 1.48 0.79 -0.70
O1 1.37 1.80 -0.19
O2 2.71 0.32 -1.07
P1 3.48 -0.53 0.16
O3 3.10 -0.06 1.49
H1 -3.12 1.77 0.83
H2 -3.42 0.05 0.32
H3 -3.02 0.52 2.04
H4 -0.91 1.61 1.05
H5 -0.83 -0.12 1.38
H6 -1.72 -0.24 -1.23
H7 -1.12 1.45 -1.30
H8 -0.50 -1.72 -0.59
H9 0.87 -1.39 0.33
H10 4.86 -0.38 -0.08
H11 3.09 -1.88 -0.04
Zn1 -2.02 -2.46 -1.66

The spin multiplicity is 1. The value obtained for the gap between HOMO and LUMO is 4.3 eV. As for the charge: +2. The value obtained for the calculated total energy is -2614.0456 a.u.

---

Entry 11:
Molecular formula: C4H11N2OS
Method: DFT, wB97M-V/def2-TZVPD

Geometry (Å):
C1 -0.21 0.33 -0.39
C2 -1.67 -1.55 -0.70
C3 -1.07 2.65 0.02
C4 3.14 -1.24 -0.10
N1 -0.35 -0.91 -0.66
N2 -1.10 1.14 0.09
O1 2.70 -0.24 -1.00
S1 1.99 1.02 -0.36
H1 -1.78 -2.08 -1.68
H2 -1.64 -2.38 0.13
H3 -2.49 -0.73 -0.64
H4 -0.69 3.14 -0.94
H5 -0.48 2.91 0.88
H6 -2.08 2.99 0.23
H7 2.37 -2.06 -0.01
H8 3.49 -0.88 0.86
H9 3.99 -1.71 -0.50
H10 0.45 -1.40 -1.01
H11 -2.09 0.70 0.18

The spin multiplicity is 1. The value obtained for the gap between HOMO and LUMO is 9.0 eV. The value obtained for the relative energy (zero: lowest compared OMol25 entry of this formula, charge and spin) is 86.1 kcal/mol. As for the charge: +1. The value obtained for the calculated total energy is -741.5991 a.u.

---

Entry 12:
Molecular formula: C4H11N2OS
Method: DFT, wB97M-V/def2-TZVPD

Geometry (Å):
C1 2.03 -0.63 -0.07
C2 -0.16 1.52 0.55
C3 -0.90 -0.54 -0.83
C4 -0.14 0.06 0.26
N1 2.64 -0.12 -1.08
N2 -0.42 -0.94 1.39
O1 2.25 -1.37 0.79
S1 -2.76 -0.73 -0.32
H1 0.65 1.68 1.16
H2 -1.07 1.94 1.15
H3 0.08 1.95 -0.32
H4 -0.94 0.07 -1.73
H5 -0.74 -1.52 -1.08
H6 2.24 0.01 -1.98
H7 3.60 -0.26 -1.23
H8 0.07 -0.58 2.20
H9 -0.11 -1.89 1.16
H10 -1.41 -1.00 1.70
H11 -2.94 -1.94 -1.02

The spin multiplicity is 1. The value obtained for the gap between HOMO and LUMO is 9.0 eV. The value obtained for the relative energy (zero: lowest compared OMol25 entry of this formula, charge and spin) is 79.5 kcal/mol. As for the charge: +1. The value obtained for the calculated total energy is -741.6096 a.u.

---

Entry 13:
Molecular formula: C4H11N2PdS
Method: DFT, wB97M-V/def2-TZVPD

Geometry (Å):
C1 -2.14 2.60 -1.36
Pd1 0.07 -0.36 -1.03
N1 1.27 -1.93 -1.74
H1 -1.45 -0.39 -1.54
H2 2.24 -1.68 -1.83
H3 -1.53 2.91 -2.30
H4 -2.46 3.60 -0.85
H5 -1.44 1.91 -0.75
H6 -2.83 1.80 -1.74
H7 0.99 -2.46 -0.91
H8 0.73 -2.08 -2.55
S1 0.17 -1.35 3.28
C2 1.57 -0.40 2.94
C3 1.58 0.13 1.68
N2 0.40 -0.30 0.99
C4 -0.46 -1.04 1.71
H9 2.37 -0.25 3.61
H10 2.28 0.73 1.11
H11 -1.38 -1.44 1.28

The spin multiplicity is 3. The value obtained for the gap between HOMO and LUMO (spin up / spin down) is 3.5 / 6.1 eV. The value obtained for the relative energy (zero: lowest compared OMol25 entry of this formula, charge and spin) is 0.0 kcal/mol. As for the charge: -1. The value obtained for the calculated total energy is -794.4290 a.u.

---

Entry 14:
Molecular formula: C4H11N2S
Method: DFT, wB97M-V/def2-TZVPD

Geometry (Å):
C1 -1.63 -1.53 0.09
C2 -1.07 0.44 0.04
C3 2.44 0.67 0.46
C4 1.62 0.32 -0.73
N1 -1.33 -0.48 1.10
N2 -1.55 -0.55 -1.04
S1 -1.34 2.19 0.02
H1 -0.95 -2.40 -0.17
H2 -2.67 -1.94 0.33
H3 2.89 1.66 0.46
H4 3.20 -0.06 0.60
H5 1.87 0.52 1.38
H6 1.51 -0.74 -0.77
H7 1.42 1.17 -1.31
H8 -0.77 -0.85 1.84
H9 -0.87 -0.66 -1.79
H10 -2.45 -0.28 -1.51
H11 -0.32 2.53 1.00

The spin multiplicity is 1. The value obtained for the gap between HOMO and LUMO (spin up / spin down) is 7.4 / 8.4 eV. The value obtained for the relative energy (zero: lowest compared OMol25 entry of this formula, charge and spin) is 134.6 kcal/mol. As for the charge: +1. The value obtained for the calculated total energy is -666.2536 a.u.

---

Entry 15:
Molecular formula: C4H11N2S
Method: DFT, wB97M-V/def2-TZVPD

Geometry (Å):
C1 -0.39 -0.21 0.37
C2 1.51 1.54 -0.39
C3 -3.07 -0.10 -0.29
C4 1.28 0.44 0.55
N1 -0.38 -1.51 0.09
N2 2.07 -0.77 0.33
S1 -1.75 0.77 0.55
H1 2.56 1.80 -0.53
H2 1.05 2.53 -0.28
H3 1.07 1.29 -1.32
H4 -2.87 -0.29 -1.31
H5 -4.02 0.48 -0.26
H6 -3.13 -1.03 0.36
H7 1.09 0.71 1.55
H8 -1.08 -2.17 0.06
H9 0.64 -1.78 -0.07
H10 2.61 -1.10 1.10
H11 2.78 -0.61 -0.51

The spin multiplicity is 1. The value obtained for the gap between HOMO and LUMO is 10.1 eV. The value obtained for the relative energy (zero: lowest compared OMol25 entry of this formula, charge and spin) is 28.0 kcal/mol. As for the charge: +1. The value obtained for the calculated total energy is -666.4233 a.u.

---

Entry 16:
Molecular formula: C4H11N2S
Method: DFT, wB97M-V/def2-TZVPD

Geometry (Å):
C1 -1.12 0.02 -0.44
C2 0.01 -0.13 0.60
C3 0.22 1.45 -2.09
C4 -0.32 0.05 2.06
N1 0.76 -1.53 0.32
N2 -0.83 1.13 -1.42
S1 1.74 0.54 -1.83
H1 -1.27 -0.80 -1.09
H2 -2.13 0.34 0.07
H3 0.74 0.59 0.19
H4 0.25 -2.21 1.06
H5 -1.24 -0.53 2.46
H6 -0.49 1.17 2.19
H7 0.59 -0.01 2.66
H8 0.33 -1.81 -0.65
H9 -1.52 1.82 -1.54
H10 1.70 -1.18 0.29
H11 2.58 1.09 -2.84

The spin multiplicity is 1. The value obtained for the gap between HOMO and LUMO is 8.2 eV. The value obtained for the relative energy (zero: lowest compared OMol25 entry of this formula, charge and spin) is 84.7 kcal/mol. As for the charge: +1. The value obtained for the calculated total energy is -666.3330 a.u.

---

Entry 17:
Molecular formula: C4H11N3
Method: DFT, wB97M-V/def2-TZVPD

Geometry (Å):
C1 -0.59 1.77 -0.68
N1 -0.32 0.36 -0.87
C2 -0.62 -0.68 0.46
C3 -1.72 -0.42 1.29
H1 -0.70 0.04 -1.77
H2 -0.70 -1.63 -0.07
H3 -0.16 2.10 0.26
H4 -0.15 2.36 -1.49
H5 -1.67 1.97 -0.64
H6 -2.61 -1.03 1.23
H7 -1.73 0.44 1.95
N2 2.13 -1.06 -0.87
C4 0.84 -0.43 0.94
N3 1.58 -0.02 -0.26
H8 2.56 -0.85 -1.76
H9 1.71 -1.99 -0.79
H10 0.86 0.40 1.65
H11 1.28 -1.31 1.41

The spin multiplicity is 1. The value obtained for the gap between HOMO and LUMO (spin up / spin down) is 7.4 / 5.7 eV. The value obtained for the relative energy (zero: lowest compared OMol25 entry of this formula, charge and spin) is 156.1 kcal/mol. The value obtained for the calculated total energy is -323.0578 a.u.

---

Entry 18:
Molecular formula: C4H11N3
Method: DFT, wB97M-V/def2-TZVPD

Geometry (Å):
H1 -2.05 0.27 -3.04
N1 -1.44 1.06 -2.87
C1 -0.67 1.00 -1.88
N2 -0.41 -0.19 -1.21
C2 0.73 -0.35 -0.30
C3 0.56 -1.29 0.87
C4 0.49 -0.73 2.37
N3 0.49 0.70 2.41
H2 0.07 1.69 -1.52
H3 -0.88 -1.01 -1.60
H4 1.08 0.67 -0.08
H5 1.63 -0.55 -0.89
H6 -0.27 -2.03 0.83
H7 1.46 -1.96 0.87
H8 -0.15 -1.26 3.04
H9 1.37 -1.14 2.88
H10 0.71 1.17 1.48
H11 0.01 1.27 3.13

The spin multiplicity is 1. The value obtained for the gap between HOMO and LUMO is 9.5 eV. The value obtained for the relative energy (zero: lowest compared OMol25 entry of this formula, charge and spin) is 69.3 kcal/mol. The value obtained for the calculated total energy is -323.1960 a.u. The SMILES is [H]/N=C\NCCCN.

---

Entry 19:
Molecular formula: C4H11N3
Method: DFT, wB97M-V/def2-TZVPD

Geometry (Å):
C1 -1.10 -1.17 1.08
C2 -0.44 -0.08 0.15
C3 -1.00 1.37 0.50
C4 -0.59 -0.29 -1.33
N1 1.00 -0.09 0.47
N2 1.72 0.40 -0.46
N3 3.00 0.27 -0.29
H1 -2.13 -0.95 1.42
H2 -1.35 -2.15 0.67
H3 -0.37 -1.27 1.97
H4 -0.74 1.82 1.41
H5 -2.13 1.15 0.55
H6 -0.70 1.95 -0.33
H7 -0.50 0.63 -1.84
H8 0.15 -0.97 -1.83
H9 -1.61 -0.60 -1.61
H10 3.23 -0.31 0.61
H11 3.57 0.28 -1.12

The spin multiplicity is 1. The value obtained for the gap between HOMO and LUMO is 10.1 eV. The value obtained for the relative energy (zero: lowest compared OMol25 entry of this formula, charge and spin) is 76.0 kcal/mol. The value obtained for the calculated total energy is -323.1854 a.u. The SMILES is CC(C)(C)/N=N/N.

---

Entry 20:
Molecular formula: C4H11N3
Method: DFT, wB97M-V/def2-TZVPD

Geometry (Å):
H1 0.75 2.14 1.87
N1 0.06 2.43 1.17
C1 -0.50 1.38 0.58
N2 -1.77 0.98 0.88
N3 0.36 0.55 -0.04
C2 -0.18 -0.50 -0.90
C3 0.70 -1.63 -1.36
C4 1.28 -2.50 -0.22
H2 -2.16 0.06 0.91
H3 -2.29 1.57 1.51
H4 1.25 0.98 -0.30
H5 -1.01 -1.08 -0.45
H6 -0.62 0.06 -1.76
H7 1.34 -1.36 -2.20
H8 0.01 -2.29 -1.87
H9 1.88 -3.24 -0.74
H10 1.85 -1.80 0.40
H11 0.38 -2.94 0.37

The spin multiplicity is 1. The value obtained for the gap between HOMO and LUMO is 8.1 eV. The value obtained for the relative energy (zero: lowest compared OMol25 entry of this formula, charge and spin) is 59.7 kcal/mol. The value obtained for the calculated total energy is -323.2114 a.u. The SMILES is [H]/N=C(/N)NCCC.